## a
The following is a DFT calculation (ωB97M-V/def2-TZVPD) of a single C17H24N4O3 molecule.

- SMILES string: NCCCC[C@H](NC(=O)[C@@H](N)Cc1c[nH]c2ccccc12)C(=O)O
- Orbital gap: 0.315 Ha

Structure (ORCA input):
```
! RIJCOSX wB97M-V def2-TZVPD def2/J DEFGRID3
* xyz 0 1
C -1.25788 -0.56210 0.01749
C -0.84798 0.79041 -0.45987
C -1.69140 -1.41359 -1.17158
C -1.96652 -2.83249 -0.77726
C -3.19523 -3.43844 -0.60100
C -0.99500 -3.84496 -0.44126
C -1.69483 -5.02258 -0.08883
C 0.38557 -3.86729 -0.39864
C -1.07934 -6.18080 0.29675
C 1.05610 -5.01284 0.01050
C 0.33216 -6.20221 0.32888
C -0.79085 3.22185 0.13157
C -1.13437 3.59198 -1.28514
C 0.64008 3.65454 0.48376
C 1.76400 2.93650 -0.22586
C 3.16525 3.50119 0.07210
C 3.59027 3.38779 1.52914
H -3.13621 -0.23929 0.67059
H -2.33033 -1.32318 1.58139
H -0.34726 -1.02487 0.41487
H -2.61819 -0.95746 -1.54983
H -0.96156 -1.42278 -1.98487
H -4.15780 -2.98111 -0.84261
H -3.75716 -5.38640 -0.03445
H 0.90800 -3.01328 -0.81496
H -1.65224 -7.06958 0.55040
H 2.14349 -4.97716 -0.01552
H 0.84985 -7.07870 0.68723
H -1.58347 1.48500 1.27683
H -1.54499 3.80117 0.67839
H 0.68029 4.71186 0.27267
H 0.72118 3.54447 1.57843
H 1.80287 1.87299 0.12167
H 1.64788 2.87241 -1.32895
H 3.19178 4.51143 -0.21597
H 3.88986 2.95934 -0.54025
H 2.86138 3.89681 2.22980
H 3.57123 2.33992 1.84176
H 4.99595 4.89047 1.55166
H 5.59229 3.48217 1.21760
H -2.46134 3.45586 -2.56547
N -2.23598 -0.44347 1.08581
N -3.05990 -4.73390 -0.21364
N -1.08941 1.79854 0.41039
N 4.92646 3.89156 1.80321
O -0.29807 0.99802 -1.58294
O -0.49014 4.33391 -2.02987
O -2.33849 3.09832 -1.67414
*
```

Löwdin charges, unit e, in atom order:
1 C -0.315
2 C -0.420
3 C -0.101
4 C -0.176
5 C -0.061
6 C -0.143
7 C -0.205
8 C -0.042
9 C -0.031
10 C -0.085
11 C -0.073
12 C -0.201
13 C -0.468
14 C -0.149
15 C -0.203
16 C -0.211
17 C -0.309
18 H 0.092
19 H 0.088
20 H 0.159
21 H 0.130
22 H 0.126
23 H 0.128
24 H 0.127
25 H 0.113
26 H 0.108
27 H 0.097
28 H 0.090
29 H 0.145
30 H 0.164
31 H 0.118
32 H 0.118
33 H 0.120
34 H 0.121
35 H 0.091
36 H 0.114
37 H 0.120
38 H 0.110
39 H 0.077
40 H 0.032
41 H 0.130
42 N 0.059
43 N 0.084
44 N 0.119
45 N -0.016
46 O 0.033
47 O 0.093
48 O 0.100

## b
The following is a DFT calculation (ωB97M-V/def2-TZVPD) of a molecular structure, C17H24N4O3.

- Orbital gap: 0.258 Ha

Structure (ORCA input):
```
! RIJCOSX wB97M-V def2-TZVPD def2/J DEFGRID3
* xyz 0 1
C 3.45025 0.71097 -0.87632
C 1.99281 1.03440 -0.24056
C 3.29261 -0.94300 -1.08970
C 3.39332 -1.84762 0.24973
C 4.65187 -2.66567 0.47010
C 5.76921 -1.70965 1.27950
C -0.52440 1.06157 -0.64064
C -0.68880 2.44391 -0.75472
C -1.11491 0.52664 0.72872
C -2.49142 0.25697 0.72131
C -3.22638 0.86942 1.60137
C -3.43077 -0.82981 0.16756
C -4.71755 -0.84256 0.80828
C -3.26793 -1.65692 -1.01606
C -5.86088 -1.37638 0.26436
C -4.44278 -2.16817 -1.68840
C -5.60536 -2.18052 -0.81614
H 5.69922 1.79974 -0.81618
H 3.75020 1.95679 0.88064
H 3.63708 1.15263 -1.82061
H 4.07405 -1.35487 -1.90662
H 2.16558 -1.23486 -1.51147
H 3.27036 -0.99759 0.96175
H 2.37808 -2.59525 0.23807
H 4.27881 -3.33475 1.27021
H 5.06067 -3.21256 -0.41003
H 5.47336 -0.95383 2.19028
H 6.59818 -2.55111 1.68788
H 5.66681 0.11012 -0.01186
H 6.07929 -1.34582 -0.71993
H 0.96323 0.22141 -1.88385
H -1.34919 0.59470 -1.21733
H -1.02653 1.24646 1.59691
H -0.41729 -0.44146 1.13767
H -3.04242 1.65555 2.23572
H -5.52035 1.27248 1.64080
H -2.29234 -1.97310 -1.45872
H -6.76613 -1.01122 0.76810
H -4.35423 -2.60673 -2.56935
H -6.48130 -2.57989 -1.29952
H -2.50016 2.43256 0.10030
N 4.46517 1.08958 0.11550
N 6.21140 -0.84332 0.17689
N 0.83255 0.55042 -0.83846
N -4.58631 0.18243 1.86860
O 1.84919 1.67565 0.84227
O 0.27934 3.10520 -1.09698
O -1.73828 3.06856 -0.16415
*
```

Löwdin charges, unit e, in atom order:
1 C -0.328
2 C -0.367
3 C -0.158
4 C -0.250
5 C -0.232
6 C -0.267
7 C -0.234
8 C -0.504
9 C -0.112
10 C -0.270
11 C -0.088
12 C -0.076
13 C -0.248
14 C -0.011
15 C -0.055
16 C -0.025
17 C -0.085
18 H 0.280
19 H 0.233
20 H 0.097
21 H 0.123
22 H 0.115
23 H 0.091
24 H 0.155
25 H 0.083
26 H 0.109
27 H 0.140
28 H 0.123
29 H -0.034
30 H 0.035
31 H 0.186
32 H 0.167
33 H 0.139
34 H 0.211
35 H 0.099
36 H 0.283
37 H 0.111
38 H 0.125
39 H 0.041
40 H 0.091
41 H 0.130
42 N -0.062
43 N -0.114
44 N 0.079
45 N 0.037
46 O 0.009
47 O 0.123
48 O 0.103

## c
The following is a DFT calculation (ωB97M-V/def2-TZVPD) of a single C17H24N4O3 molecule.

- SMILES string: NCCCC[C@H](N)C(=O)N[C@@H](Cc1c[nH]c2ccccc12)C(=O)O
- Orbital gap: 0.322 Ha

Structure (ORCA input):
```
! RIJCOSX wB97M-V def2-TZVPD def2/J DEFGRID3
* xyz 0 1
C -1.56505 -0.23784 -0.08668
C -0.71267 0.94943 0.54766
C -3.04246 0.02108 -0.05772
C -3.85085 -1.22434 -0.44005
C -5.31545 -1.05384 -0.04431
C -5.87970 0.32492 -0.41591
C 1.41155 2.08087 0.68019
C 1.85437 3.04276 -0.41034
C 2.49890 1.31152 1.43235
C 3.11419 0.29210 0.47822
C 4.03653 0.47799 -0.51208
C 2.57461 -1.15359 0.34609
C 3.36991 -1.69767 -0.62680
C 1.58748 -1.85303 1.05818
C 3.08817 -3.00108 -1.00450
C 1.20267 -3.16515 0.59390
C 2.06097 -3.76955 -0.35312
H -0.44253 -1.73197 1.16594
H -1.99497 -1.48251 1.47709
H -1.29464 -0.37129 -1.19662
H -3.16976 0.84136 -0.82273
H -3.35366 0.33765 0.93813
H -3.43042 -2.09838 -0.09329
H -3.87671 -1.29481 -1.51804
H -5.61335 -1.15048 1.03461
H -5.92952 -1.90401 -0.35263
H -5.31816 0.45165 -1.30371
H -5.69595 1.15275 0.25009
H -7.50154 1.07150 -1.43170
H -7.69821 -0.52246 -0.79905
H 0.88514 0.24715 -0.46306
H 1.01812 2.64616 1.53920
H 1.89643 0.85640 2.24385
H 3.09802 2.09822 1.82485
H 4.49938 1.38780 -0.88688
H 5.22050 -1.07449 -1.26848
H 1.21434 -1.45616 1.94470
H 3.83769 -3.49658 -1.61652
H 0.39528 -3.76357 0.91479
H 1.98783 -4.81868 -0.45898
H 0.83695 4.32894 -1.35348
N -1.37264 -1.65318 0.72382
N -7.35326 0.46561 -0.61397
N 0.56327 1.14609 0.05101
N 4.27426 -0.74733 -1.11648
O -1.21463 1.54564 1.46539
O 2.95276 3.12305 -0.86322
O 0.64304 3.73130 -0.62582
*
```

Löwdin charges, unit e, in atom order:
1 C -0.210
2 C -0.422
3 C -0.208
4 C -0.200
5 C -0.215
6 C -0.305
7 C -0.287
8 C -0.406
9 C -0.065
10 C -0.120
11 C -0.046
12 C -0.128
13 C -0.247
14 C -0.043
15 C -0.006
16 C -0.066
17 C -0.058
18 H 0.000
19 H 0.048
20 H 0.154
21 H 0.141
22 H 0.120
23 H 0.067
24 H 0.115
25 H 0.121
26 H 0.102
27 H 0.076
28 H 0.105
29 H 0.061
30 H 0.078
31 H 0.184
32 H 0.164
33 H 0.131
34 H 0.113
35 H 0.121
36 H 0.150
37 H 0.087
38 H 0.103
39 H 0.083
40 H 0.083
41 H 0.111
42 N 0.070
43 N -0.029
44 N 0.097
45 N 0.059
46 O 0.082
47 O 0.141
48 O 0.095

It comes down to a, which is 0.1354 hartree more stable than the next structure.